Below is C4H4N2O2 in the gas phase, with properties calculated with ωB97M-V/def2-TZVPD.

As for the electronic energy: -11281.465 eV. The value obtained for the HOMO energy is -9.873 eV.

The geometry in XYZ format:
```
12
Properties=species:S:1:pos:R:3:forces:R:3:nbo_charge:R:1
C 0.2478 1.1812 -0.8567 0.3 1.5 2.2 0.690
C 0.5198 -0.5932 -0.2841 -4.9 -4.5 4.0 -0.161
C 0.3668 -1.6393 0.7145 -2.5 -1.4 3.5 0.022
C -0.4341 0.3961 0.4321 2.3 1.9 -1.4 0.033
H 1.9804 -0.2138 -1.3314 0.4 2.0 -0.8 0.402
H -0.0632 -1.0898 -1.0893 0.0 0.4 -0.3 0.179
H 0.9214 -2.5485 1.0064 -0.1 0.6 -0.3 0.241
H 0.0645 1.0333 1.3436 -0.9 -1.9 -2.0 0.197
N 1.3976 0.3209 -0.6821 3.0 0.8 -1.8 -0.644
N -0.8163 -1.5877 1.3358 1.7 0.6 -2.2 -0.081
O 0.1628 2.2387 -1.3287 -0.5 1.4 -1.7 -0.473
O -1.5596 -0.2865 0.7612 1.2 -1.5 0.8 -0.406
```
Forces are in eV/Å.